No. 1
{
  "formula": "C41H37BiF5N7O6S4",
  "method": "ωB97M-V/def2-TZVPD",
  "elements": ["Bi", "O", "C", "O", "C", "C", "C", "C", "C", "N", "C", "O", "O", "H", "H", "H", "H", "H", "N", "C", "S", "N", "N", "C", "C", "C", "C", "C", "C", "C", "C", "C", "C", "C", "C", "N", "H", "H", "H", "H", "H", "H", "H", "H", "H", "H", "H", "C", "N", "C", "C", "C", "N", "C", "C", "O", "H", "H", "H", "H", "H", "H", "H", "H", "H", "H", "H", "H", "O", "C", "C", "C", "C", "C", "S", "C", "C", "C", "C", "S", "C", "C", "C", "C", "S", "H", "H", "H", "H", "H", "H", "H", "H", "H", "F", "C", "F", "C", "F", "F", "F"],
  "xyz": [[-19.95361, 9.73423, -1.76673], [-19.66506, 7.85012, -5.52509], [-19.61809, 7.61837, -4.13900], [-20.35936, 8.57523, -3.48777], [-18.10804, 7.69115, -3.81204], [-17.17902, 6.84288, -4.38292], [-15.82485, 7.10866, -4.25192], [-15.47131, 8.29157, -3.58683], [-16.46933, 9.09767, -3.08178], [-17.75926, 8.76919, -3.14817], [-16.18642, 10.45742, -2.56657], [-14.98486, 10.62123, -1.94832], [-16.95265, 11.35610, -2.70196], [-20.51521, 8.32214, -5.63288], [-17.52102, 5.97331, -4.94032], [-15.07521, 6.44358, -4.67263], [-14.43637, 8.57741, -3.55439], [-14.65766, 9.73203, -1.64689], [-21.65205, 5.81548, -0.20224], [-21.28739, 7.13946, -0.35167], [-19.60596, 7.48269, -0.43111], [-22.26258, 8.00926, -0.33228], [-21.79063, 9.27994, -0.27100], [-22.43715, 10.18262, 0.38430], [-23.75735, 9.94630, 1.05644], [-24.84470, 9.43546, 0.32517], [-26.08145, 9.23858, 0.92521], [-26.27872, 9.56563, 2.26971], [-25.21289, 10.02853, 3.00030], [-23.99335, 10.25405, 2.37416], [-21.78877, 11.55999, 0.49858], [-22.48883, 12.63231, 0.94362], [-21.82694, 13.85520, 0.96520], [-20.48476, 13.90951, 0.58629], [-19.86219, 12.74415, 0.19234], [-20.49569, 11.58726, 0.20923], [-20.98243, 5.19449, -0.63995], [-22.62986, 5.63256, -0.28014], [-24.66514, 9.09582, -0.69454], [-26.93246, 8.86436, 0.35348], [-27.23158, 9.36251, 2.73651], [-25.29057, 10.22028, 4.05886], [-23.17638, 10.61564, 2.97687], [-23.51990, 12.52145, 1.16211], [-22.34098, 14.77002, 1.23942], [-19.94032, 14.83547, 0.59007], [-18.82387, 12.72049, -0.12258], [-17.03180, 11.30075, 1.88928], [-16.14864, 10.14433, 1.79796], [-15.09875, 10.00996, 2.77959], [-14.03157, 9.08580, 2.26729], [-14.67804, 7.80864, 1.69264], [-15.52281, 8.19679, 0.58763], [-16.06438, 7.07222, -0.18615], [-16.30879, 9.33913, 0.72706], [-17.12319, 9.62161, -0.15605], [-16.85663, 11.98361, 1.03926], [-16.84575, 11.81623, 2.85530], [-18.07585, 10.97043, 1.83368], [-15.48141, 9.70002, 3.75182], [-14.66559, 10.99232, 2.96024], [-13.33140, 8.81489, 3.08401], [-13.45783, 9.56263, 1.44505], [-15.31826, 7.33320, 2.47349], [-13.91623, 7.10576, 1.34916], [-15.34619, 6.62727, -0.83683], [-16.89087, 7.46426, -0.78151], [-16.50495, 6.33542, 0.46806], [-21.74533, 10.89907, -2.39475], [-22.25504, 11.78087, -3.35137], [-21.13955, 12.50009, -4.14653], [-19.84718, 12.77532, -3.75721], [-19.11818, 13.58739, -4.65363], [-19.84622, 13.87935, -5.75765], [-21.40207, 13.18450, -5.69927], [-23.09631, 12.79080, -2.63689], [-23.04014, 14.15328, -2.58856], [-24.04227, 14.69433, -1.76185], [-24.86407, 13.77362, -1.22537], [-24.43299, 12.20174, -1.67219], [-23.17658, 11.02012, -4.31114], [-23.20611, 9.68146, -4.51127], [-24.22675, 9.25879, -5.38362], [-24.97012, 10.31066, -5.84124], [-24.46128, 11.79322, -5.16432], [-19.45597, 12.43645, -2.81476], [-18.10289, 13.98499, -4.49842], [-19.50929, 14.40358, -6.63929], [-22.29902, 14.73792, -3.11513], [-24.16159, 15.76265, -1.58854], [-25.75683, 13.96613, -0.66145], [-22.53300, 9.00514, -4.00890], [-24.37001, 8.23979, -5.70830], [-25.82958, 10.27870, -6.51900], [-21.50743, 6.34231, -3.36849], [-20.26402, 6.19464, -3.85688], [-19.53667, 5.51595, -2.91007], [-20.39933, 5.24432, -5.11665], [-19.26411, 5.05142, -5.78751], [-21.29845, 5.76834, -5.95834], [-20.85446, 4.05559, -4.73793]],
  "lowdin_charge": [1.77, 0.06, -0.50, -0.36, -0.17, 0.02, -0.01, 0.00, -0.21, 0.13, -0.50, 0.10, 0.13, 0.13, 0.12, 0.12, 0.12, 0.12, 0.08, -0.86, 0.62, 0.02, -0.11, -0.15, -0.19, -0.06, -0.07, -0.09, -0.08, -0.05, -0.25, -0.04, -0.02, -0.04, -0.14, 0.04, 0.07, 0.09, 0.11, 0.11, 0.10, 0.10, 0.12, 0.10, 0.11, 0.10, 0.11, -0.02, -0.07, -0.18, -0.15, -0.17, -0.09, -0.04, -0.48, -0.04, 0.09, 0.10, 0.08, 0.13, 0.12, 0.12, 0.13, 0.14, 0.12, 0.08, 0.03, 0.09, -0.39, -0.59, -0.44, -0.14, -0.19, -0.43, 1.04, -0.44, -0.11, -0.20, -0.43, 1.09, -0.49, -0.12, -0.18, -0.42, 1.02, 0.06, 0.11, 0.06, 0.12, 0.11, 0.07, 0.09, 0.10, 0.07, 0.13, -0.33, 0.08, -0.54, 0.16, 0.16, 0.18],
  "homo_lumo_gap_ev": 7.839,
  "e_homo_ev": -7.8,
  "spin_multiplicity": 1,
  "energy_ha": -4726.0688,
  "e_above_lowest_kcal_mol": 0.0
}

=====

No. 2
{
  "formula": "C5H10N4",
  "method": "ωB97M-V/def2-TZVPD",
  "elements": ["C", "C", "C", "C", "C", "N", "N", "N", "N", "H", "H", "H", "H", "H", "H", "H", "H", "H", "H"],
  "xyz": [[1.08196, 0.49162, 3.01509], [0.08614, 1.46738, 2.83327], [1.23378, -0.24991, 1.86710], [0.17398, -0.17506, -0.30795], [-1.49398, -0.48917, -2.10548], [-0.30491, 1.35829, 1.57293], [0.42538, 0.34488, 0.96733], [-1.01899, -0.23720, -0.73380], [1.47356, -0.40737, -1.35400], [1.64883, 0.17052, 3.90701], [-0.39801, 2.00006, 3.56635], [1.64518, -1.23053, 1.69671], [-1.70459, 0.40273, -2.60559], [-0.63915, -0.99017, -2.64104], [-2.41105, -1.16329, -2.03673], [-1.06664, 1.84966, 1.09708], [-1.66368, -0.22923, 0.08944], [2.28144, -0.62335, -0.76578], [1.42452, -0.85604, -2.28255]],
  "lowdin_charge": [0.05, 0.08, 0.05, -0.10, 0.05, 0.16, -0.02, 0.08, 0.20, 0.16, 0.14, 0.17, 0.09, 0.11, 0.15, 0.22, 0.21, 0.08, 0.11],
  "homo_lumo_gap_ev": 9.679,
  "e_homo_ev": -19.2,
  "smiles": "CNC(=[NH2+])[n+]1ccc[nH]1",
  "spin_multiplicity": 1,
  "energy_ha": -414.8005,
  "charge": 2,
  "e_above_lowest_kcal_mol": 54.1
}

=====

No. 3
{
  "formula": "C29H38F15GeN4O4STl",
  "method": "ωB97M-V/def2-TZVPD",
  "elements": ["Tl", "C", "O", "C", "C", "O", "C", "H", "H", "H", "H", "H", "H", "H", "H", "H", "H", "N", "N", "C", "N", "S", "H", "H", "H", "H", "H", "C", "Ge", "C", "C", "C", "H", "H", "H", "H", "H", "H", "H", "H", "H", "H", "C", "C", "C", "C", "C", "C", "N", "C", "C", "C", "C", "C", "C", "H", "H", "H", "H", "H", "H", "H", "H", "H", "H", "F", "C", "F", "F", "C", "O", "C", "F", "F", "F", "C", "F", "F", "F", "C", "C", "O", "C", "F", "F", "F", "C", "F", "F", "F", "H", "H", "H"],
  "xyz": [[0.30508, -1.06850, 0.15609], [4.37306, 0.50321, -0.47686], [3.45841, 0.63482, 0.58233], [3.44548, 1.93563, 1.11543], [2.23379, 2.11060, 1.99278], [1.14346, 2.41677, 1.15760], [0.02509, 2.88652, 1.88545], [5.40359, 0.67602, -0.13256], [4.14352, 1.19815, -1.29012], [4.28487, -0.51490, -0.85149], [3.38276, 2.67460, 0.30436], [4.37112, 2.12566, 1.68237], [2.40805, 2.93130, 2.70525], [2.04576, 1.19438, 2.56737], [-0.34227, 2.11764, 2.56635], [-0.73843, 3.14622, 1.15547], [0.29052, 3.78700, 2.45818], [-1.47550, 0.28498, 0.43556], [-2.63905, -0.14707, -0.22756], [-2.98484, -1.43796, -0.32566], [-4.00429, -1.68590, -1.20919], [-2.26074, -2.63318, 0.57590], [-1.60571, 0.25055, 1.45487], [-1.38510, 1.26651, 0.02385], [-2.93697, 0.51467, -0.93433], [-4.02212, -1.07974, -2.02074], [-4.03191, -2.65921, -1.47421], [3.13568, -4.83308, 1.87334], [2.86297, -2.87212, 1.72879], [2.13214, -2.30116, 3.45147], [4.73448, -2.20603, 1.64229], [1.70586, -2.61367, 0.23354], [3.81217, -5.08396, 2.69538], [3.55694, -5.22376, 0.94379], [2.17487, -5.32300, 2.03877], [2.90456, -2.34224, 4.22369], [1.30778, -2.95180, 3.74391], [1.72702, -1.29046, 3.39999], [5.33545, -2.71209, 2.40374], [4.76763, -1.13150, 1.81903], [5.17683, -2.41262, 0.66477], [2.23024, -2.48945, -0.72131], [-3.01197, -3.31596, -4.20370], [-2.88404, -1.95875, -4.49304], [-1.92180, -1.18837, -3.86216], [-1.03352, -1.74995, -2.92024], [-1.17006, -3.12125, -2.64851], [-2.14509, -3.88244, -3.27443], [-0.10032, -0.98634, -2.24732], [0.68232, -0.12313, -2.97099], [1.05397, -0.35705, -4.31447], [1.86396, 0.52726, -5.00586], [2.34412, 1.68494, -4.40428], [1.98660, 1.93006, -3.08076], [1.18412, 1.05460, -2.37553], [-3.76731, -3.91733, -4.69586], [-3.55002, -1.49316, -5.21257], [-1.83536, -0.13125, -4.08427], [-0.49643, -3.56290, -1.92350], [-2.22573, -4.93718, -3.03383], [0.69746, -1.25447, -4.80531], [2.12746, 0.30527, -6.03548], [2.96787, 2.38161, -4.95130], [2.31943, 2.84206, -2.59431], [0.86009, 1.31534, -1.37354], [-1.30265, -2.97308, 4.12217], [-2.17264, -2.02982, 4.47575], [-3.29751, -2.23324, 3.77060], [-2.49820, -2.26443, 5.77525], [-1.57600, -0.58866, 4.21994], [-0.83988, -0.53449, 3.13637], [-0.73214, -0.21168, 5.50055], [0.06707, -1.22791, 5.86584], [-1.46678, 0.11610, 6.59224], [0.06424, 0.83753, 5.25501], [-2.79795, 0.40502, 4.17037], [-3.76879, 0.15657, 5.07740], [-3.37761, 0.38538, 2.96349], [-2.39810, 1.67633, 4.38314], [-0.81142, 4.57715, -1.97470], [-1.76434, 3.44511, -1.53968], [-1.13146, 2.46473, -0.89670], [-2.86658, 4.06424, -0.63770], [-3.74415, 3.14598, -0.19355], [-3.60098, 5.04337, -1.22640], [-2.31283, 4.62670, 0.45352], [-2.43172, 2.88461, -2.83137], [-1.50725, 2.39286, -3.66288], [-3.14554, 3.79193, -3.54510], [-3.29331, 1.86757, -2.56880], [-0.35461, 4.98423, -1.07431], [-1.30578, 5.37334, -2.53514], [-0.03113, 4.12115, -2.58175]],
  "lowdin_charge": [0.88, -0.12, -0.22, -0.21, -0.21, -0.19, -0.09, 0.09, 0.08, 0.08, 0.13, 0.12, 0.12, 0.13, 0.08, 0.06, 0.09, -0.02, -0.02, -0.88, 0.10, 0.69, 0.05, 0.05, 0.12, 0.08, 0.07, -0.25, 0.63, -0.22, -0.24, -0.49, 0.00, 0.00, 0.00, 0.01, 0.01, 0.00, 0.00, -0.01, 0.01, -0.10, -0.15, -0.13, -0.06, -0.33, -0.06, -0.12, -0.02, -0.31, -0.05, -0.13, -0.14, -0.13, -0.06, 0.08, 0.09, 0.10, 0.09, 0.09, 0.10, 0.08, 0.08, 0.10, 0.07, 0.15, -0.54, 0.13, 0.12, -0.39, -0.15, -0.53, 0.14, 0.12, 0.14, -0.53, 0.13, 0.15, 0.14, 0.02, -0.51, -0.16, -0.54, 0.14, 0.12, 0.13, -0.53, 0.15, 0.12, 0.11, 0.09, 0.08, 0.08],
  "homo_lumo_gap_ev": 6.219,
  "e_homo_ev": -1.8,
  "spin_multiplicity": 1,
  "energy_ha": -5793.4638,
  "charge": -2,
  "e_above_lowest_kcal_mol": 0.0
}

=====

No. 4
{
  "formula": "C26H32BO4",
  "method": "ωB97M-V/def2-TZVPD",
  "elements": ["C", "C", "C", "C", "C", "B", "O", "C", "C", "C", "C", "C", "C", "O", "O", "H", "H", "H", "H", "H", "H", "H", "H", "H", "H", "H", "H", "H", "H", "H", "H", "H", "C", "O", "C", "C", "C", "C", "C", "C", "C", "C", "C", "C", "C", "C", "C", "C", "H", "H", "H", "H", "H", "H", "H", "H", "H", "H", "H", "H", "H", "H", "H"],
  "xyz": [[-2.54481, -1.67749, -4.90071], [-1.81065, -0.75962, -4.02479], [-0.62092, -0.07875, -4.32937], [-0.27765, 0.61459, -3.18473], [-1.03365, 0.03858, -2.03022], [1.90742, -3.16620, -3.75050], [2.68816, -2.05445, -3.50103], [2.44042, -1.70722, -2.10933], [3.57924, -2.47710, -1.37838], [2.61963, -0.23292, -1.90211], [0.95302, -2.18382, -1.75621], [0.85827, -3.01823, -0.48681], [-0.25050, -1.22131, -1.49228], [0.77604, -3.25225, -2.99132], [-2.16101, -0.59446, -2.73668], [-2.28183, -1.46741, -5.94455], [-2.20105, -2.69932, -4.69118], [-3.63710, -1.62336, -4.81479], [-0.05179, -0.18411, -5.25473], [0.45120, 1.43177, -3.12672], [3.62012, -2.24572, -0.30679], [3.55463, -3.58003, -1.47698], [4.54273, -2.12115, -1.78082], [2.96898, -0.02471, -0.87708], [3.36247, 0.20108, -2.58099], [1.67492, 0.29406, -2.03002], [1.05389, -2.37117, 0.38965], [-0.16779, -3.38765, -0.34711], [1.48679, -3.90644, -0.44942], [-0.83125, 0.86672, -0.23970], [-1.57391, 0.69331, -1.35627], [-0.96975, -1.67773, -0.76454], [0.22757, 6.43092, 3.03038], [1.30160, 5.66069, 2.44309], [0.94371, 4.43352, 1.96476], [1.98173, 3.49794, 1.71366], [1.66776, 2.21333, 1.27795], [0.31905, 1.86907, 1.06450], [-0.11487, 0.53739, 0.49905], [-0.80383, -0.27529, 1.57712], [-0.07919, -0.75254, 2.69187], [-0.74244, -1.44341, 3.70944], [-2.11271, -1.72484, 3.61889], [-2.83753, -2.48368, 4.70352], [-2.82741, -1.24499, 2.50903], [-2.18123, -0.54357, 1.48204], [-0.69160, 2.82072, 1.23982], [-0.40536, 4.08344, 1.71726], [0.72154, 7.33984, 3.37112], [-0.54910, 6.67147, 2.28920], [-0.25611, 5.89932, 3.86514], [3.01072, 3.81598, 1.91082], [2.46265, 1.46937, 1.10499], [0.75753, 0.00607, 0.10370], [0.98668, -0.51981, 2.78483], [-0.19746, -1.83717, 4.56877], [-3.79594, -2.01643, 4.97463], [-3.06613, -3.51566, 4.40039], [-2.23403, -2.53546, 5.61571], [-3.89963, -1.46602, 2.42757], [-2.76253, -0.14140, 0.63123], [-1.72651, 2.55141, 1.00495], [-1.22121, 4.77232, 1.93110]],
  "lowdin_charge": [0.05, -0.22, 0.05, 0.11, -0.21, -0.15, 0.09, -0.44, -0.01, 0.01, -0.25, -0.04, 0.06, 0.08, 0.08, 0.11, 0.12, 0.12, 0.15, 0.15, 0.10, 0.10, 0.11, 0.10, 0.12, 0.05, 0.10, 0.10, 0.09, 0.05, 0.14, 0.11, -0.06, -0.09, -0.27, 0.01, -0.03, -0.22, -0.17, -0.22, -0.02, -0.03, -0.27, -0.06, -0.04, -0.04, -0.03, -0.01, 0.09, 0.09, 0.10, 0.12, 0.11, 0.10, 0.12, 0.12, 0.08, 0.09, 0.08, 0.12, 0.12, 0.12, 0.10],
  "homo_lumo_gap_ev": 4.732,
  "e_homo_ev": -10.2,
  "spin_multiplicity": 1,
  "energy_ha": -1335.2775,
  "charge": 1,
  "e_above_lowest_kcal_mol": 194.2
}